Entry 1:
18
Properties=species:S:1:pos:R:3 method="wB97M-V/def2-TZVPD" e_above_lowest_kj_mol=76.85 max_force_ev_per_a=0.5 smiles=CO[C@@](C)(O)C(O)O e_tot_ev=-12499.8094 spin_multiplicity=1 e_homo_ev=-10.0
C -0.021 -0.174 0.394
C 0.917 -0.312 -0.842
C -0.974 1.931 -0.311
C 0.658 -0.714 1.652
O -0.368 1.150 0.704
O -1.165 -0.937 0.053
O 1.495 -1.580 -0.865
O 0.244 -0.038 -2.026
H -1.784 -0.900 0.791
H -0.589 -0.532 -2.017
H 0.790 -2.233 -0.969
H 1.742 0.401 -0.764
H -1.844 1.423 -0.736
H -0.270 2.170 -1.111
H -1.292 2.845 0.187
H -0.007 -0.577 2.502
H 1.572 -0.157 1.828
H 0.896 -1.766 1.531


Entry 2:
13
Properties=species:S:1:pos:R:3 method="wB97M-V/def2-TZVPD" e_above_lowest_kj_mol=470.00 max_force_ev_per_a=0.8 e_tot_ev=-6783.6414 spin_multiplicity=1 e_homo_ev="-7.3 / -7.3"
C 1.156 -1.113 -1.016
C 0.001 -0.544 -0.251
C -0.700 1.015 1.031
C -0.662 0.798 -0.468
C -0.321 -0.690 1.079
N -0.773 -0.790 2.210
H 1.835 -0.315 -1.352
H 1.745 -1.804 -0.406
H 0.831 -1.654 -1.914
H 0.193 1.472 1.448
H -1.617 1.295 1.544
H -0.044 1.564 -0.952
H -1.644 0.764 -0.954


Entry 3:
23
Properties=species:S:1:pos:R:3 method="wB97M-V/def2-TZVPD" e_above_lowest_kj_mol=76.13 max_force_ev_per_a=11.8 s2=6.00 e_tot_ev=-98813.1726 spin_multiplicity=5 e_homo_ev="-21.1 / -21.1" charge=+4
Ho 0.521 0.043 -5.737
Sc -0.502 0.670 -1.147
Cl -0.605 1.937 -4.778
Cl 1.171 -0.063 -2.728
C -0.821 -0.735 0.413
C -0.028 1.238 -7.784
C 0.557 -1.120 -7.896
O -0.678 -1.654 1.188
O -0.213 1.354 -8.940
O 0.433 -1.266 -9.060
C 1.673 -0.166 3.206
N 0.647 0.885 3.435
C -0.314 0.784 4.499
C -1.344 1.551 4.140
N -1.018 2.185 2.963
C 0.132 1.688 2.450
S 0.565 1.897 0.705
H 1.116 -1.109 2.945
H 2.278 0.181 2.357
H 2.203 -0.245 4.189
H -0.302 0.132 5.423
H -2.178 1.848 4.698
H -1.701 2.647 2.390


Entry 4:
61
Properties=species:S:1:pos:R:3 method="wB97M-V/def2-TZVPD" max_force_ev_per_a=0.2 s2=6.06 e_tot_ev=-74417.1128 spin_multiplicity=5 e_homo_ev="-12.9 / -13.2" charge=+2
Rh -0.002 0.786 -0.675
S 4.982 -0.505 -3.518
C 6.595 -0.738 -3.952
C 7.470 -0.730 -2.861
C 6.808 -0.531 -1.672
C 5.408 -0.385 -1.833
C 4.442 -0.159 -0.820
C 3.056 -0.037 -1.144
N 2.131 0.193 -0.256
C 2.485 0.350 1.057
C 3.827 0.224 1.487
C 4.143 0.386 2.883
C 3.176 0.678 3.773
C 1.809 0.839 3.353
C 0.786 1.180 4.244
C -0.509 1.346 3.793
C -0.738 1.153 2.402
N 0.201 0.834 1.554
C 1.475 0.667 2.000
C -1.610 1.742 4.648
C -2.955 1.706 4.359
C -3.760 2.162 5.424
C -3.016 2.544 6.504
S -1.348 2.358 6.235
C 4.795 -0.034 0.534
H 6.861 -0.873 -4.990
H 8.536 -0.865 -2.963
H 7.303 -0.491 -0.713
H 2.723 -0.129 -2.172
H 5.173 0.278 3.197
H 3.413 0.809 4.821
H 1.027 1.319 5.291
H -1.721 1.323 1.980
H -3.362 1.338 3.427
H -4.839 2.201 5.400
H -3.368 2.931 7.446
H 5.827 -0.122 0.846
C -4.763 -0.565 -1.008
C -3.787 -1.523 -0.780
C -2.469 -1.121 -0.694
N -2.097 0.161 -0.824
C -3.043 1.088 -1.038
C -4.384 0.762 -1.136
H -5.803 -0.849 -1.087
H -4.037 -2.569 -0.673
H -1.679 -1.841 -0.520
H -2.701 2.112 -1.122
H -5.110 1.541 -1.316
C -2.855 4.894 2.294
C -1.455 4.495 1.950
C -0.397 4.638 2.841
C 0.853 4.233 2.413
N 1.071 3.724 1.197
C -0.008 3.630 0.424
S 0.228 2.953 -1.204
N -1.253 3.970 0.734
H -2.890 5.473 3.215
H -3.479 4.006 2.424
H -3.281 5.479 1.481
H -0.544 5.063 3.824
H 1.720 4.317 3.060